# 1
# C2HClIO2

A 2-piece molecular cluster, C2HClIO2 overall in a non-equilibrium geometry (ωB97M-V/def2-TZVPD, OMol25).

Last column: Mulliken charge in e.
Element x y z (Å)
C: -2.7571 -1.9403 -0.4506  0.697
C: -0.0982 -0.2036 -0.2636  -0.562
O: -3.2822 -1.9553 0.5829  -0.378
O: -2.3890 -2.1418 -1.5371  -0.415
Cl: 0.0216 -1.4580 0.9006  -0.208
I: -2.0442 0.9921 0.1307  -0.307
H: 0.5517 0.4451 0.2816  0.173

Output
- Molecular weight: 219.39 g mol⁻¹
- Charge: -1
- Relative energy (zero: lowest compared OMol25 entry of this formula, charge and spin): 27.58 kcal per mole



# 2
# C2HClN2O

C2HClN2O in the gas phase in a non-equilibrium geometry (ωB97M-V/def2-TZVPD, OMol25).

Last column: Mulliken charge in e.
Element x y z (Å)
Cl: -0.4378 0.4359 1.8373  -0.086
C: 0.2009 0.0597 0.3270  0.494
N: 0.4671 -1.1343 -0.2347  -0.277
N: 0.4123 -1.0837 -1.5419  -0.262
C: 0.0113 0.0422 -1.8725  0.113
O: -0.0360 0.8868 -0.8164  -0.272
H: 0.3005 0.4106 -2.9928  0.290

Output
- Molecular weight: 104.50 g mol⁻¹
- Relative energy (zero: lowest compared OMol25 entry of this formula, charge and spin): 51.76 kcal per mole
- Structure (SMILES): Clc1nnco1



# 3
# C2HClN2O2

C2HClN2O2 in the gas phase in a non-equilibrium geometry (ωB97M-V/def2-TZVPD, OMol25).

Last column: Mulliken charge in e.
Element x y z (Å)
N: -0.3813 -1.6422 -2.0695  -0.271
C: -0.2705 -1.0581 -1.0893  0.165
C: -0.2306 -0.3216 0.1811  0.054
Cl: 1.0116 -1.0584 1.2895  -0.124
N: 0.2143 1.1528 0.2477  0.892
O: -0.1339 1.6117 1.2686  -0.500
O: 0.8277 1.6873 -0.6310  -0.528
H: -1.0373 -0.3715 0.8030  0.312

Output
- Molecular weight: 120.50 g mol⁻¹
- Relative energy (zero: lowest compared OMol25 entry of this formula, charge and spin): 90.95 kcal per mole
- Structure (SMILES): N#C[C@@H](Cl)[N+](=O)[O-]



# 4
# C2HClN2OS

A 2-piece molecular cluster, C2HClN2OS overall in a non-equilibrium geometry (ωB97M-V/def2-TZVPD, OMol25).

Last column: Mulliken charge in e.
Element x y z (Å)
C: 0.1120 0.2432 -0.3299  0.225
C: 0.1259 -1.0524 -0.2087  0.323
H: 0.7784 2.3756 1.1079  0.169
N: -1.8797 -0.2963 -0.0496  -0.023
N: -1.2821 -1.3627 -0.1391  -0.260
O: -1.1090 0.7955 -0.1328  -0.068
S: 1.6943 1.2289 -0.1822  -0.211
Cl: 1.5602 -1.9318 -0.0656  -0.154

Output
- Molecular weight: 136.56 g mol⁻¹
- Relative energy (zero: lowest compared OMol25 entry of this formula, charge and spin): 96.61 kcal per mole



# 5
# C2HClN2S

C2HClN2S as an isolated structure in a non-equilibrium geometry (ωB97M-V/def2-TZVPD, OMol25).

Last column: Mulliken charge in e.
Element x y z (Å)
C: -1.3612 0.0035 0.0320  -0.150
C: -0.5555 0.9325 -0.4193  0.116
N: -0.0720 -0.4420 -0.5963  -0.282
N: 0.9592 -0.2869 0.4639  -0.053
S: 1.0504 1.5103 0.1216  0.035
Cl: 2.2385 -1.2769 0.0190  -0.043
H: -2.2593 -0.4405 0.3793  0.377

Output
- Molecular weight: 120.56 g mol⁻¹
- Relative energy (zero: lowest compared OMol25 entry of this formula, charge and spin): 142.28 kcal per mole



# 6
# C2HClN2S

C2HClN2S in the gas phase in a non-equilibrium geometry (ωB97M-V/def2-TZVPD, OMol25).

Last column: Löwdin spin population.
Element x y z (Å)
C: -1.0500 -0.0022 -0.1722  0.364
C: -0.6853 1.3441 0.0995  0.517
N: -0.1749 -1.0912 -0.1918  -0.048
N: 0.9620 -0.6043 0.3318  0.362
S: 0.8391 1.9860 0.1249  0.699
Cl: 2.3634 -1.5724 0.1207  0.094
H: -2.2543 -0.0600 -0.3130  0.012

Output
- Molecular weight: 120.56 g mol⁻¹
- ⟨S²⟩: 2.0624
- Relative energy (zero: lowest compared OMol25 entry of this formula, charge and spin): 46.10 kcal per mole
- Multiplicity: 3



# 7
# C2HCsLiO3

C2HCsLiO3 as an isolated structure in a non-equilibrium geometry (ωB97M-V/def2-TZVPD, OMol25).

Last column: Löwdin spin population.
Element x y z (Å)
H: 1.6111 0.7994 2.4351  0.068
C: 0.8771 1.1277 1.6517  0.663
O: 1.7212 1.2929 0.5113  0.192
C: 1.2645 1.7650 -1.0101  0.010
O: 2.1959 1.5351 -1.7920  0.011
O: 0.1499 2.2166 -1.1943  0.001
Cs: -2.1819 3.0962 1.1440  0.053
Li: 3.6661 1.8635 -0.4911  0.002

Output
- Molecular weight: 212.87 g mol⁻¹
- ⟨S²⟩: 0.7546
- Relative energy (zero: lowest compared OMol25 entry of this formula, charge and spin): 55.03 kcal per mole
- Multiplicity: 2



# 8
# C2HCsO3

C2HCsO3 as an isolated structure in a non-equilibrium geometry (ωB97M-V/def2-TZVPD, OMol25).

Last column: Löwdin spin population.
Element x y z (Å)
O: -0.9210 -2.0927 -3.5347  0.218
C: -2.4312 4.8510 -1.2997  0.001
O: -2.4428 4.0891 -2.2962  0.001
C: -0.7164 -2.1879 -2.3357  0.507
O: -0.4654 -1.3549 -1.4435  0.202
H: -3.0012 5.8106 -1.5138  0.000
Cs: -0.4761 2.0314 -0.6301  0.072

Output
- Molecular weight: 205.93 g mol⁻¹
- ⟨S²⟩: 0.7532
- Charge: -1
- Multiplicity: 2
- Energy: -322.61633 hartree